Molecular formula: C72H82FN14S
Method: DFT, ωB97M-V/def2-TZVPD

Summary:
Net charge: +1
Energy (eV): -110399.978
2S+1: 1
Gap between HOMO and LUMO (Ha): 0.317

```
170
Properties=species:S:1:pos:R:3:forces:R:3
C 9.923 -3.774 1.195 -0.1 0.1 0.2
C 9.531 -2.296 1.279 0.2 0.0 -0.2
C 8.773 -1.755 0.049 0.2 0.0 0.4
C 7.284 -1.502 0.241 0.0 0.3 -0.4
C 6.911 -0.372 1.189 -0.1 -0.1 0.1
S 6.399 -2.959 0.846 0.1 0.0 0.2
N 6.759 -4.202 -0.179 0.0 0.2 -0.2
C 4.741 -2.531 0.294 -0.2 0.0 0.1
C 3.687 -2.999 1.288 -0.4 0.3 -0.4
F 4.079 -4.168 1.892 0.2 -0.3 0.2
H 10.201 -4.052 0.179 0.0 0.0 0.0
H 9.134 -4.439 1.554 -0.1 0.0 -0.1
H 10.780 -3.976 1.836 0.0 0.0 0.0
H 10.452 -1.722 1.377 0.0 0.1 0.0
H 8.969 -2.109 2.195 0.0 0.0 0.1
H 8.950 -2.381 -0.827 -0.1 0.0 0.0
H 9.184 -0.777 -0.207 -0.1 0.0 -0.1
H 6.836 -1.281 -0.734 0.0 -0.1 -0.1
H 5.835 -0.358 1.341 0.0 0.3 0.1
H 7.161 0.570 0.710 0.1 0.1 0.0
H 7.400 -0.434 2.159 0.2 -0.1 0.0
H 7.522 -4.762 0.178 0.0 -0.1 0.0
H 6.980 -3.846 -1.105 0.1 -0.1 -0.1
H 4.702 -1.446 0.184 -0.1 0.0 -0.1
H 4.607 -3.000 -0.679 0.1 -0.1 0.0
H 2.763 -3.184 0.741 -0.1 0.0 0.0
H 3.480 -2.240 2.040 0.2 0.0 0.2
N 4.241 1.098 -0.032 -0.2 -0.1 -0.1
C 2.959 0.915 -0.361 0.1 -0.1 0.0
C 2.135 1.916 -0.848 -0.1 0.0 0.0
C 2.675 3.183 -1.003 0.0 0.0 0.0
C 4.000 3.397 -0.667 0.1 0.0 0.0
C 4.736 2.327 -0.188 0.1 -0.1 0.0
H 2.567 -0.090 -0.225 -0.1 0.0 0.0
H 1.102 1.711 -1.102 0.0 0.0 0.0
H 2.075 4.001 -1.372 0.0 0.1 0.0
H 4.441 4.378 -0.772 0.0 0.0 0.0
H 5.778 2.460 0.089 0.0 0.0 0.0
N -1.197 2.579 -2.431 0.0 0.0 0.0
C -2.477 2.331 -2.707 0.0 0.0 0.0
C -3.353 3.288 -3.195 0.0 0.0 -0.1
C -2.876 4.570 -3.418 0.0 0.0 -0.1
C -1.548 4.844 -3.140 0.0 0.0 0.0
C -0.758 3.816 -2.648 0.0 -0.1 0.0
H -2.813 1.317 -2.519 0.0 0.0 0.0
H -4.385 3.034 -3.392 0.0 0.0 0.0
H -3.533 5.344 -3.793 0.0 0.0 0.0
H -1.134 5.831 -3.292 0.0 0.0 0.0
H 0.284 3.989 -2.415 0.1 0.1 0.0
N 0.290 -2.203 -0.746 0.1 0.0 0.0
C -0.947 -2.667 -0.578 0.0 0.1 0.0
C -1.445 -3.786 -1.231 0.0 0.0 -0.1
C -0.609 -4.463 -2.105 0.0 0.0 0.0
C 0.683 -3.996 -2.291 0.0 0.0 0.0
C 1.074 -2.865 -1.594 0.1 0.0 0.0
H -1.568 -2.111 0.116 0.0 0.0 0.0
H -2.458 -4.122 -1.051 0.0 0.0 0.0
H -0.960 -5.341 -2.631 0.0 0.0 0.0
H 1.369 -4.492 -2.965 0.0 0.0 0.0
H 2.074 -2.456 -1.719 0.0 0.0 -0.1
N 8.684 -3.425 -3.419 -0.1 0.0 0.2
C 9.643 -3.233 -4.322 0.1 0.1 -0.1
C 10.112 -4.244 -5.151 0.0 -0.1 0.1
C 9.580 -5.518 -5.022 0.1 0.0 0.0
C 8.589 -5.734 -4.075 0.1 0.0 -0.1
C 8.183 -4.653 -3.315 -0.1 0.0 0.0
H 10.030 -2.221 -4.381 0.0 0.0 0.0
H 10.888 -4.035 -5.875 0.0 0.0 0.0
H 9.932 -6.335 -5.637 0.0 0.0 0.0
H 8.151 -6.712 -3.938 0.0 0.0 0.0
H 7.390 -4.759 -2.585 -0.1 -0.3 -0.1
N -4.301 5.742 0.479 0.0 0.0 0.0
C -4.057 4.509 0.039 0.0 0.1 0.0
C -4.495 3.363 0.684 0.0 0.0 0.0
C -5.224 3.507 1.854 0.0 0.0 0.0
C -5.486 4.781 2.330 0.0 0.0 0.0
C -5.003 5.861 1.604 0.0 0.0 0.0
H -3.482 4.447 -0.875 0.0 -0.1 0.0
H -4.269 2.387 0.278 0.0 0.0 0.0
H -5.578 2.637 2.391 0.0 0.0 0.0
H -6.055 4.932 3.237 0.0 0.0 0.0
H -5.186 6.875 1.940 0.0 0.0 0.0
N 9.936 -9.060 -4.289 -0.1 0.0 0.0
C 10.131 -10.047 -5.161 0.0 0.0 0.0
C 9.563 -11.306 -5.035 0.0 0.0 0.0
C 8.746 -11.556 -3.945 0.0 0.0 0.0
C 8.532 -10.539 -3.028 0.0 0.0 0.0
C 9.151 -9.318 -3.246 0.0 0.1 0.0
H 10.777 -9.815 -6.001 0.0 0.0 0.0
H 9.757 -12.070 -5.775 0.0 0.0 0.0
H 8.284 -12.525 -3.812 0.0 0.0 0.0
H 7.902 -10.688 -2.161 0.0 0.0 0.0
H 9.012 -8.496 -2.550 0.0 0.0 0.0
N -3.696 -5.362 0.784 0.0 0.0 0.0
C -2.637 -5.393 1.590 0.0 0.0 0.0
C -2.726 -5.456 2.972 0.0 0.0 0.0
C -3.985 -5.487 3.550 0.0 0.0 0.0
C -5.097 -5.458 2.724 0.0 0.0 0.0
C -4.899 -5.396 1.353 0.0 0.0 -0.1
H -1.670 -5.366 1.099 0.0 0.0 0.0
H -1.831 -5.480 3.578 0.0 0.0 0.0
H -4.098 -5.536 4.625 0.0 0.0 0.0
H -6.098 -5.482 3.131 0.0 0.0 0.0
H -5.744 -5.373 0.673 0.0 0.0 0.0
N 9.108 0.062 -3.690 0.0 0.0 0.1
C 7.840 0.059 -4.097 0.0 -0.1 0.0
C 7.066 1.205 -4.205 0.0 0.0 0.0
C 7.640 2.421 -3.871 0.0 0.0 0.0
C 8.958 2.441 -3.445 0.0 0.0 0.0
C 9.646 1.239 -3.373 0.0 0.0 0.0
H 7.431 -0.915 -4.346 0.0 0.0 0.0
H 6.042 1.143 -4.546 0.0 0.0 0.0
H 7.070 3.338 -3.944 0.0 0.0 0.0
H 9.447 3.367 -3.177 0.0 0.0 0.0
H 10.680 1.213 -3.049 0.0 0.0 0.0
N 3.270 6.592 -0.056 0.0 0.0 0.1
C 2.132 7.279 0.035 0.0 0.0 -0.1
C 1.771 8.035 1.140 0.0 0.0 -0.1
C 2.645 8.084 2.213 0.0 0.0 0.0
C 3.836 7.378 2.136 0.0 0.0 0.0
C 4.098 6.651 0.986 0.0 0.0 0.0
H 1.474 7.217 -0.825 0.0 0.0 0.0
H 0.831 8.567 1.168 0.0 0.0 0.0
H 2.400 8.664 3.093 0.0 0.0 0.0
H 4.549 7.389 2.949 0.0 0.0 0.0
H 5.020 6.087 0.891 0.0 0.0 0.0
N -8.402 3.471 4.124 0.0 -0.1 0.1
C -8.201 2.230 3.688 0.0 0.0 0.0
C -8.660 1.097 4.342 0.0 0.0 0.0
C -9.366 1.261 5.522 0.0 0.0 0.0
C -9.584 2.545 5.993 0.0 0.0 0.0
C -9.085 3.611 5.259 0.0 0.1 0.0
H -7.649 2.142 2.760 0.0 0.0 0.0
H -8.470 0.114 3.934 0.0 0.0 0.0
H -9.745 0.402 6.062 0.0 0.0 0.0
H -10.133 2.721 6.908 0.0 0.0 0.0
H -9.242 4.631 5.591 0.0 0.0 0.0
N -13.450 -0.325 4.684 0.0 0.0 0.0
C -14.129 -0.961 3.731 0.0 0.0 0.1
C -14.010 -0.674 2.379 0.0 0.0 -0.1
C -13.136 0.331 1.995 0.0 0.0 0.0
C -12.421 1.002 2.974 0.0 0.0 0.0
C -12.616 0.637 4.297 0.0 0.0 0.1
H -14.804 -1.738 4.071 0.0 0.0 0.0
H -14.593 -1.224 1.651 0.0 0.0 0.0
H -13.016 0.587 0.950 0.0 0.0 0.0
H -11.727 1.794 2.722 0.0 0.0 0.0
H -12.080 1.142 5.091 0.0 0.1 0.0
N -0.622 9.327 3.144 0.0 0.1 0.0
C -1.111 10.559 3.014 0.0 0.0 -0.1
C -1.364 11.402 4.085 0.0 0.0 0.0
C -1.097 10.941 5.364 0.0 0.0 0.0
C -0.592 9.660 5.517 0.0 0.0 0.0
C -0.373 8.898 4.380 0.0 -0.1 0.0
H -1.310 10.883 1.998 0.0 0.0 0.0
H -1.760 12.394 3.918 0.0 0.0 0.0
H -1.282 11.568 6.226 0.0 0.0 0.0
H -0.372 9.257 6.496 0.0 0.0 0.0
H 0.020 7.889 4.458 0.0 0.0 0.0
N -16.047 -2.294 -0.270 0.0 0.0 0.0
C -15.062 -2.241 -1.165 0.0 0.0 0.0
C -15.234 -1.819 -2.474 0.0 0.0 0.0
C -16.501 -1.431 -2.879 0.0 0.0 0.0
C -17.537 -1.482 -1.961 0.0 0.0 0.0
C -17.259 -1.918 -0.675 0.0 0.0 0.1
H -14.086 -2.555 -0.810 0.0 0.0 0.0
H -14.396 -1.797 -3.156 0.0 0.0 0.0
H -16.678 -1.096 -3.893 0.0 0.0 0.0
H -18.542 -1.190 -2.234 0.0 0.0 0.0
H -18.043 -1.971 0.072 0.0 0.0 0.0
```
Forces are in eV/Å.

These are the Löwdin partial charges, in e, on atoms 1 to 8:
1 C -0.1006
2 C -0.2374
3 C -0.1986
4 C -0.5091
5 C -0.0891
6 S 1.1623
7 N -0.1544
8 C -0.2885